(1)
{"formula": "C14H22N", "method": "wB97M-V/def2-TZVPD", "elements": ["C", "C", "C", "C", "C", "C", "C", "C", "C", "C", "C", "C", "N", "C", "C", "H", "H", "H", "H", "H", "H", "H", "H", "H", "H", "H", "H", "H", "H", "H", "H", "H", "H", "H", "H", "H", "H"], "coordinates": [[1.3661, 3.7404, -0.1887], [0.1989, 2.7982, -0.6046], [0.4419, 1.5830, 0.2439], [0.2608, 0.2595, 0.2012], [0.7401, -0.7906, 1.2262], [0.9303, -0.5001, 2.5733], [1.3575, -1.5311, 3.4258], [1.5436, -2.8023, 2.9547], [1.2752, -3.0939, 1.6295], [0.8313, -2.0837, 0.7432], [-1.0735, -0.3771, -0.7315], [-1.8988, -1.2427, 0.1944], [-1.9338, 0.8107, -1.0570], [-0.8425, -1.1562, -2.0367], [-0.1718, -0.2291, -3.0130], [1.1408, 4.2466, 0.7114], [1.5141, 4.6125, -0.8705], [2.3054, 3.1661, -0.0992], [-0.7130, 3.3500, -0.3334], [0.2081, 2.6336, -1.6928], [1.1041, 1.9160, 1.0296], [0.8046, 0.4817, 2.9505], [1.5374, -1.2424, 4.4824], [1.8819, -3.6002, 3.6825], [1.6159, -4.1007, 1.2957], [0.7513, -2.2967, -0.2949], [-1.5654, -2.2487, 0.2484], [-2.0332, -0.8185, 1.1831], [-2.9205, -1.3365, -0.1325], [-2.6676, 0.5858, -1.6690], [-1.3053, 1.5507, -1.3596], [-2.4041, 1.1245, -0.1893], [-0.3481, -2.0429, -1.9550], [-1.7962, -1.5057, -2.4174], [0.1570, -0.7395, -3.8579], [0.6444, 0.5122, -2.6922], [-0.9371, 0.3673, -3.5806]], "energy_ha": -601.0949, "gap_ev": 9.14, "charge": 1}



(2)
{"formula": "C26H49BrN2O9S6", "method": "wB97M-V/def2-TZVPD", "elements": ["O", "C", "C", "C", "C", "C", "N", "C", "C", "C", "C", "S", "O", "O", "O", "C", "N", "C", "C", "C", "C", "C", "C", "Br", "H", "H", "H", "H", "H", "H", "H", "H", "H", "H", "H", "H", "H", "H", "H", "H", "H", "H", "H", "C", "S", "O", "C", "H", "H", "H", "H", "H", "H", "C", "S", "O", "C", "H", "H", "H", "H", "H", "H", "C", "S", "O", "C", "H", "H", "H", "H", "H", "H", "C", "S", "O", "C", "H", "H", "H", "H", "H", "H", "C", "S", "O", "C", "H", "H", "H", "H", "H", "H"], "coordinates": [[-2.1923, -5.1414, -0.3356], [-1.0234, -5.0203, -0.8217], [-0.3464, -3.5875, -1.1969], [-0.0806, -2.7840, 0.1646], [1.1839, -3.0903, 1.0463], [1.4792, -2.3412, 2.4079], [2.6908, -2.7014, 3.0961], [2.8456, -1.9878, 4.3203], [4.1525, -2.2878, 5.1946], [4.8325, -0.9898, 5.8612], [4.8696, 0.3142, 4.9270], [3.9587, 1.7853, 5.6663], [2.6790, 2.1054, 4.9364], [3.6309, 1.6002, 7.1224], [4.9546, 3.1453, 5.4746], [1.8088, -0.9440, 4.8323], [0.6186, -0.5296, 4.1653], [0.4976, -1.2691, 2.9366], [-0.7676, -0.9524, 2.0357], [-1.0528, -1.6657, 0.6821], [-2.3864, -1.1620, -0.1007], [-2.0665, 0.3859, -0.5240], [-2.6872, 1.4515, 0.5268], [-3.4048, 3.0995, -0.3465], [-0.4642, -6.0262, -0.9815], [0.6494, -3.8493, -1.7254], [-1.0733, -3.0765, -1.9142], [1.9012, -3.9003, 0.6423], [3.8184, -2.9845, 6.0575], [4.9521, -2.8554, 4.5900], [5.9383, -1.2730, 6.0633], [4.3618, -0.8321, 6.8907], [4.4498, 0.1742, 3.8747], [5.9561, 0.6926, 4.7861], [4.4475, 3.7549, 4.8535], [2.0360, -0.4346, 5.8438], [-1.4936, -0.1367, 2.4032], [-2.6214, -1.7857, -1.0284], [-3.2427, -1.2132, 0.6738], [-0.9190, 0.5215, -0.4517], [-2.3458, 0.6104, -1.6132], [-1.8184, 1.8147, 1.2010], [-3.4449, 0.9712, 1.2591], [-3.2262, 2.6390, -6.0574], [-1.8230, 2.6911, -4.9222], [-1.8362, 1.4208, -4.1325], [-2.4909, 3.9947, -3.8658], [-3.0456, 1.8562, -6.7953], [-4.1419, 2.4146, -5.5073], [-3.3191, 3.6005, -6.5656], [-3.4529, 3.6833, -3.4552], [-2.6094, 4.9102, -4.4485], [-1.7900, 4.1741, -3.0496], [-5.8686, -4.6819, -2.6457], [-6.7005, -3.7533, -1.3392], [-5.9132, -2.5075, -1.1097], [-6.2911, -4.9013, -0.0065], [-5.9619, -4.1249, -3.5790], [-4.8118, -4.8044, -2.4003], [-6.3442, -5.6581, -2.7578], [-5.2073, -5.0101, 0.0713], [-6.7530, -5.8700, -0.2058], [-6.6832, -4.4995, 0.9287], [3.5181, 7.7308, 3.4457], [3.4586, 6.6222, 4.8689], [3.6683, 5.2310, 4.3614], [1.6927, 6.8204, 5.1847], [4.5353, 7.7342, 3.0519], [2.8312, 7.3818, 2.6725], [3.2486, 8.7405, 3.7600], [1.1214, 6.5287, 4.3015], [1.4839, 7.8605, 5.4411], [1.4170, 6.1790, 6.0226], [-0.7041, -3.9063, -6.0516], [-0.5560, -2.4308, -5.0207], [-1.6360, -2.4947, -3.9872], [-1.0913, -1.2647, -6.2903], [-0.4518, -4.7781, -5.4464], [-1.7278, -4.0034, -6.4183], [-0.0096, -3.8352, -6.8905], [-2.0907, -1.5292, -6.6412], [-0.3839, -1.2820, -7.1214], [-1.1128, -0.2647, -5.8537], [3.6199, 1.1347, -1.6353], [2.3784, 0.1461, -2.4974], [3.0501, -0.4953, -3.6692], [1.4266, 1.5486, -3.1202], [4.3540, 0.4595, -1.1935], [4.1192, 1.8025, -2.3399], [3.1392, 1.7137, -0.8446], [2.0647, 2.1906, -3.7311], [1.0189, 2.1142, -2.2802], [0.6064, 1.1667, -3.7301]], "energy_ha": -6769.4641, "gap_ev": 7.53}



(3)
{"formula": "C4H5N3", "method": "wB97M-V/def2-TZVPD", "elements": ["C", "C", "C", "C", "N", "N", "N", "H", "H", "H", "H", "H"], "coordinates": [[1.0451, 1.7473, -1.0955], [-0.5643, 1.2647, -2.7761], [0.1205, -0.6665, 0.6849], [0.3938, 0.7073, -1.8430], [1.4721, 2.5889, -0.4580], [-1.1306, 1.6806, -3.6651], [-0.5486, -0.4757, -0.5927], [0.6059, -1.6045, 0.6203], [0.8317, 0.1165, 0.9051], [-0.7196, -0.7471, 1.4327], [1.1038, 0.0573, -2.3105], [-1.1909, 0.2690, -0.3751]], "energy_ha": -319.5743, "gap_ev": 10.01}



(4)
{"formula": "C3H4F2N2", "method": "wB97M-V/def2-TZVPD", "elements": ["C", "C", "C", "H", "H", "H", "H", "N", "N", "F", "F"], "coordinates": [[1.7428, 0.1116, -0.3467], [0.7332, -0.2543, 0.5710], [-2.4153, -0.0263, -0.2444], [1.3410, 0.5528, -1.3179], [1.0428, -0.8172, 1.5053], [-3.3403, 0.7600, -0.8463], [-2.4488, -1.0689, 0.6520], [-0.5405, -0.2339, 0.6606], [-1.1655, 0.5186, -0.4976], [2.2528, 1.2274, 0.3501], [2.7978, -0.7698, -0.4860]], "energy_ha": -425.7574, "gap_ev": 10.38}



(5)
{"formula": "C7H15N", "method": "wB97M-V/def2-TZVPD", "elements": ["C", "C", "C", "C", "H", "H", "H", "H", "H", "H", "H", "H", "C", "C", "N", "C", "H", "H", "H", "H", "H", "H", "H"], "coordinates": [[-1.1898, -0.3385, 1.0470], [-1.3754, 0.3037, -0.1468], [-1.9771, -0.4568, -1.2917], [-1.3064, 1.7903, -0.3075], [-1.6833, -1.2705, 1.2800], [-1.0330, 0.2597, 1.9345], [-2.5015, 0.1575, -2.0224], [-1.1973, -1.0261, -1.7988], [-2.6850, -1.2009, -0.9249], [-0.5362, 2.0281, -1.0435], [-1.0512, 2.2951, 0.6214], [-2.2601, 2.1763, -0.6728], [1.5750, -2.0671, 0.3372], [1.2336, -1.0406, -0.4756], [1.4887, 0.3519, -0.3092], [1.9468, 0.7971, 0.9985], [1.6225, -1.9339, 1.4056], [1.5604, -3.0680, -0.0612], [1.2167, -1.2668, -1.5382], [2.0684, 0.7452, -1.0432], [2.0214, 1.8838, 0.9917], [2.8930, 0.3411, 1.3037], [1.1699, 0.5392, 1.7164]], "energy_ha": -330.3782, "gap_ev": 9.12}



(6)
{"formula": "H4P4S", "method": "wB97M-V/def2-TZVPD", "elements": ["P", "P", "P", "P", "S", "H", "H", "H", "H"], "coordinates": [[0.3241, -1.2318, -0.1552], [-1.8810, -0.8980, -0.1182], [2.8314, 0.6048, 0.1627], [0.6610, 0.7496, 0.2321], [-2.7219, 0.7755, 0.4607], [-2.6909, -1.7043, 0.7004], [-2.5212, -1.2927, -1.1968], [2.9990, 1.6214, 0.9785], [2.9996, 1.3754, -1.0642]], "energy_ha": -1765.9229, "gap_ev": 6.48}



(7)
{"formula": "C20H30N2O8Sr", "method": "wB97M-V/def2-TZVPD", "elements": ["Sr", "C", "C", "O", "H", "H", "H", "H", "H", "C", "C", "O", "H", "H", "H", "H", "H", "C", "C", "O", "H", "H", "H", "H", "H", "C", "C", "O", "H", "H", "H", "H", "H", "C", "C", "C", "C", "C", "C", "N", "O", "O", "H", "H", "H", "H", "H", "C", "C", "C", "C", "C", "C", "N", "O", "O", "H", "H", "H", "H", "H"], "coordinates": [[1.1917, -0.4446, 1.0154], [-3.5036, -0.8497, 1.1186], [-2.2110, -1.1951, 1.8709], [-1.2032, -0.2804, 1.7105], [-3.8631, 0.1567, 1.3447], [-4.2871, -1.5776, 1.3940], [-3.3601, -0.9702, 0.0423], [-1.9053, -2.2103, 1.5251], [-2.4659, -1.3132, 2.9488], [2.9888, -4.5776, 1.8488], [1.8966, -3.7822, 1.1281], [2.4025, -2.7201, 0.4841], [3.6637, -5.0519, 1.1273], [2.5832, -5.3910, 2.4864], [3.5689, -3.9292, 2.5090], [1.1126, -3.5076, 1.8994], [1.3636, -4.5091, 0.4416], [2.4585, -1.9967, 4.6802], [2.3683, -0.5435, 4.1620], [2.9564, -0.3268, 2.9551], [1.9583, -2.6864, 3.9971], [1.9546, -2.0454, 5.6659], [3.4878, -2.3319, 4.8386], [2.8226, 0.1264, 4.9531], [1.2640, -0.2799, 4.2015], [3.1913, 1.5499, -2.5663], [3.2604, 1.6860, -1.0519], [3.1136, 0.5271, -0.4036], [2.3064, 0.9725, -2.8524], [4.0713, 1.0222, -2.9415], [3.1436, 2.5313, -3.0838], [2.5267, 2.4987, -0.7387], [4.2460, 2.1838, -0.8081], [-3.9593, -0.3393, -3.8294], [-3.1123, -1.1519, -4.5832], [-1.8510, -1.4692, -4.1012], [-1.4631, -0.9371, -2.8826], [-2.2887, -0.1614, -2.1146], [-3.5480, 0.1414, -2.5875], [-0.0928, -1.1866, -2.3921], [0.6132, -1.9239, -3.0504], [0.2231, -0.6248, -1.3701], [-4.9321, -0.0854, -4.2363], [-3.4432, -1.5773, -5.5229], [-1.1501, -2.0793, -4.6525], [-1.9357, 0.2272, -1.1695], [-4.2382, 0.7177, -1.9858], [-2.4098, 3.7696, -1.1470], [-2.3953, 2.8359, -0.1152], [-1.2349, 2.6458, 0.6140], [-0.1357, 3.4297, 0.3193], [-0.1541, 4.3976, -0.6434], [-1.2963, 4.5594, -1.3902], [1.0532, 3.2825, 1.1587], [1.6891, 4.2895, 1.4314], [1.2769, 2.1695, 1.5663], [-3.3015, 3.8809, -1.7554], [-3.2783, 2.2596, 0.1270], [-1.1554, 1.9010, 1.4124], [0.7193, 5.0151, -0.8025], [-1.3015, 5.2798, -2.1994]], "energy_ha": -1522.0308, "gap_ev": 4.30, "charge": -2}



(8)
{"formula": "C33H46N6Pt", "method": "wB97M-V/def2-TZVPD", "elements": ["Pt", "N", "N", "C", "C", "C", "C", "H", "H", "H", "C", "C", "H", "H", "H", "C", "C", "H", "H", "H", "C", "H", "H", "H", "C", "H", "H", "H", "C", "H", "C", "H", "C", "H", "C", "H", "C", "C", "H", "C", "C", "H", "C", "H", "N", "C", "C", "C", "H", "C", "C", "H", "H", "H", "C", "H", "C", "C", "H", "H", "H", "C", "H", "H", "H", "C", "N", "C", "C", "N", "N", "C", "C", "H", "H", "H", "H", "H", "H", "H", "H", "H", "H", "H", "H", "H"], "coordinates": [[-0.0416, -0.3240, -0.2876], [3.0990, 1.8103, 1.7718], [0.1585, 2.4670, -0.4651], [-1.7808, -0.8114, 0.8068], [-1.7034, 0.1356, 1.9579], [-0.8976, -0.4248, 2.9438], [-0.5657, 0.2743, 4.2152], [-1.4409, 0.8295, 4.5745], [0.2456, 1.0039, 4.0643], [-0.2499, -0.4278, 4.9913], [-0.5062, -1.7450, 2.5411], [0.1493, -2.7748, 3.3849], [-0.5831, -3.5333, 3.7059], [0.5965, -2.3377, 4.2824], [0.9297, -3.3094, 2.8211], [-0.9995, -1.9967, 1.2491], [-1.0900, -3.3146, 0.5879], [-0.1160, -3.8174, 0.5821], [-1.4331, -3.2102, -0.4456], [-1.8012, -3.9650, 1.1178], [-2.4451, 1.4094, 2.0379], [-2.9202, 1.5307, 3.0230], [-3.2397, 1.4494, 1.2776], [-1.7853, 2.2768, 1.8822], [-3.0062, -0.9362, -0.0294], [-2.8521, -1.6883, -0.8067], [-3.2120, 0.0252, -0.5122], [-3.8637, -1.2276, 0.5905], [4.4042, 2.0339, 1.8335], [4.9059, 1.8474, 2.7962], [5.1625, 2.4891, 0.7469], [6.2295, 2.6714, 0.8867], [4.5197, 2.6776, -0.4810], [5.0816, 2.9216, -1.3787], [3.1420, 2.5933, -0.5330], [2.5748, 2.7416, -1.4490], [2.4269, 2.2598, 0.6616], [1.0368, 2.2228, 0.7449], [0.5270, 2.2538, 1.7038], [-0.4607, 1.4308, -1.0838], [-0.2627, 3.6888, -0.9826], [0.0997, 4.6100, -0.5727], [-1.1856, 3.4013, -1.9073], [-1.7487, 4.0717, -2.5163], [-1.3969, 2.0149, -1.9079], [-2.5464, 1.3867, -2.4866], [-3.8271, 1.9179, -2.2260], [-4.9264, 1.2721, -2.8110], [-5.9184, 1.6854, -2.6214], [-4.8079, 0.1091, -3.5760], [-6.0347, -0.5780, -4.1067], [-5.9049, -1.6645, -4.1216], [-6.2697, -0.2571, -5.1290], [-6.9052, -0.3455, -3.4848], [-3.5235, -0.3849, -3.8211], [-3.3925, -1.2885, -4.4178], [-2.3857, 0.2492, -3.2982], [-1.0139, -0.2510, -3.6300], [-0.3999, 0.5154, -4.1278], [-1.0964, -1.1334, -4.2787], [-0.4659, -0.5722, -2.7169], [-4.0746, 3.0970, -1.3485], [-3.6825, 4.0179, -1.7800], [-3.6718, 2.9783, -0.3388], [-5.1569, 3.2116, -1.2528], [3.4334, -1.0168, 2.9906], [3.7539, -1.3632, 1.6053], [5.1721, -1.3315, 1.2559], [2.7578, -1.4023, 0.6479], [1.6679, -0.6641, 0.8291], [2.9372, -2.1824, -0.4326], [3.9568, -3.2211, -0.4489], [2.0265, -2.1850, -1.5673], [4.3252, -1.2298, 3.5950], [2.6053, -1.6451, 3.3641], [3.1719, 0.0453, 3.0997], [5.6323, -2.3236, 1.3778], [5.3389, -0.9756, 0.2300], [5.6865, -0.6379, 1.9299], [1.7661, -0.0812, 1.6564], [3.6234, -4.0293, -1.1114], [4.8964, -2.8132, -0.8413], [4.1039, -3.6217, 0.5621], [1.1176, -2.7711, -1.3532], [1.7568, -1.1526, -1.8491], [2.5732, -2.6605, -2.3905]], "energy_ha": -1732.7217, "gap_ev": [1.89, 4.89], "spin_multiplicity": 3, "charge": -2}



(9)
{"formula": "C4H4F2N2", "method": "wB97M-V/def2-TZVPD", "elements": ["C", "C", "C", "C", "N", "N", "F", "F", "H", "H", "H", "H"], "coordinates": [[-1.0429, 0.9187, -0.4887], [0.0170, 1.6618, -0.4239], [-0.3372, -1.0618, 0.5277], [1.1312, -0.9573, 0.1103], [-1.2480, -0.2562, 0.2240], [1.5801, 0.2220, 0.7262], [1.2166, -0.9639, -1.2827], [2.7775, 0.6723, 0.1962], [-1.9379, 1.2095, -1.0401], [0.6375, 2.5132, -0.5239], [-0.6151, -1.9105, 1.1386], [1.6991, -1.8413, 0.4378]], "energy_ha": -463.8161, "gap_ev": [8.20, 9.47]}



(10)
{"formula": "C21H27F4N2O18S3", "method": "wB97M-V/def2-TZVPD", "elements": ["C", "C", "O", "O", "C", "C", "C", "C", "C", "C", "S", "O", "O", "N", "S", "O", "O", "N", "C", "S", "H", "H", "H", "H", "H", "H", "H", "H", "H", "H", "H", "H", "H", "H", "H", "C", "C", "O", "C", "O", "O", "F", "H", "H", "H", "C", "C", "O", "C", "O", "O", "F", "H", "H", "H", "C", "C", "O", "C", "O", "O", "F", "H", "H", "H", "C", "C", "O", "C", "O", "O", "F", "H", "H", "H"], "coordinates": [[2.4233, -1.1180, 0.2920], [2.4866, 0.4105, 0.0884], [2.1461, 1.1500, 0.9478], [2.9854, 0.8875, -1.1177], [1.8638, 1.3231, -1.9452], [1.8506, 2.8804, -1.9823], [0.5825, 3.4695, -2.6443], [-0.6610, 3.7480, -1.7300], [-0.5249, 3.4955, -0.2017], [-1.0596, 2.1153, 0.3059], [-2.8433, 1.8806, 0.1152], [-3.4909, 3.1231, 0.5344], [-3.2512, 0.8416, 1.0714], [-3.3288, 1.5898, -1.4415], [-2.7333, 0.1916, -2.0360], [-1.2737, 0.0996, -2.0797], [-3.2472, 0.0678, -3.3900], [-3.3294, -1.2039, -1.1691], [-2.8084, -2.1684, -1.6583], [-1.9112, -3.3547, -2.1932], [2.8494, -1.3780, 1.2736], [3.0325, -1.5740, -0.5174], [1.3802, -1.4638, 0.1663], [1.9456, 0.8868, -2.9629], [0.9444, 0.9026, -1.4943], [2.7061, 3.1374, -2.6555], [2.1286, 3.2959, -0.9994], [0.2637, 2.7928, -3.4710], [0.8606, 4.4222, -3.1494], [-0.9374, 4.8195, -1.8563], [-1.5245, 3.1931, -2.1550], [0.4803, 3.6298, 0.2305], [-1.1640, 4.2469, 0.2985], [-0.5324, 1.2398, -0.1095], [-0.8659, 2.0955, 1.4010], [0.5721, -7.2372, -1.6000], [1.2213, -7.5808, -0.2903], [1.7975, -6.3517, 0.1028], [1.0152, -5.3725, -0.4451], [1.0408, -4.2360, -0.1148], [0.2015, -5.8732, -1.4111], [2.2126, -8.4949, -0.4519], [1.2634, -7.3056, -2.4407], [-0.2989, -7.8565, -1.8096], [0.5284, -7.9271, 0.4803], [2.3914, -2.3072, -3.6896], [3.8558, -2.6410, -3.7534], [3.8960, -3.9694, -3.2588], [2.6927, -4.5240, -3.5759], [2.4639, -5.6913, -3.5523], [1.7864, -3.5809, -3.9238], [4.5804, -1.8475, -2.9320], [2.0889, -1.9354, -2.7081], [2.0917, -1.5846, -4.4462], [4.2828, -2.6123, -4.7589], [-1.7830, -0.4579, 5.2916], [-1.9915, 0.3436, 4.0374], [-0.7273, 0.2764, 3.4051], [-0.1738, -0.9073, 3.7930], [0.7521, -1.4222, 3.2646], [-0.8293, -1.4303, 4.8711], [-2.2666, 1.6445, 4.3281], [-1.3608, 0.1390, 6.1038], [-2.6983, -0.9317, 5.6425], [-2.7570, -0.0529, 3.3675], [-2.1855, 5.3740, 4.6269], [-2.9926, 4.8044, 3.4904], [-2.2730, 5.2339, 2.3540], [-0.9741, 5.3414, 2.7421], [-0.0625, 5.4138, 1.9884], [-0.8594, 5.3447, 4.1012], [-4.2368, 5.3462, 3.4546], [-2.4621, 6.4055, 4.8578], [-2.2606, 4.7775, 5.5347], [-3.0666, 3.7160, 3.4857]], "energy_ha": -3874.3513, "gap_ev": 8.88, "charge": -1}